Density functional theory data (the ωB97M-V functional and the def2-TZVPD basis) for a cluster of 7 separate species, C21H43BIO22 in total in a non-equilibrium geometry.

XYZ file:
```
88
Properties=species:S:1:pos:R:3
O 2.57 0.29 -4.07
O 2.25 1.42 -4.87
C 0.93 1.21 -5.43
B -0.33 1.73 -4.51
O -0.58 0.87 -3.33
C -1.43 -0.13 -3.80
C -2.37 0.61 -4.75
I -3.05 -0.85 -6.27
O -1.58 1.51 -5.38
H 2.77 -0.41 -4.70
H 0.83 0.15 -5.67
H 0.90 1.73 -6.38
H -0.30 2.93 -4.27
H -0.90 -0.87 -4.38
H -1.91 -0.60 -2.94
H -3.23 1.07 -4.30
C 0.14 1.57 -0.45
O -0.96 2.28 0.17
C -1.61 1.59 1.08
O -1.37 0.47 1.46
O -2.62 2.35 1.54
C -3.41 1.72 2.55
H 0.59 2.25 -1.16
H 0.87 1.29 0.31
H -0.21 0.70 -0.98
H -2.80 1.46 3.41
H -3.88 0.82 2.15
H -4.17 2.43 2.83
C -8.33 -1.08 -4.90
O -8.53 -0.22 -3.78
C -7.41 0.07 -3.12
O -6.31 -0.33 -3.40
O -7.71 0.89 -2.11
C -6.57 1.29 -1.34
H -9.31 -1.24 -5.35
H -7.67 -0.62 -5.63
H -7.92 -2.04 -4.59
H -5.86 1.83 -1.96
H -6.09 0.42 -0.89
H -6.95 1.94 -0.56
C 4.13 -0.38 -0.47
O 3.76 0.43 0.65
C 4.75 0.73 1.49
O 5.89 0.36 1.40
O 4.24 1.49 2.46
C 5.17 1.85 3.48
H 3.23 -0.52 -1.06
H 4.88 0.13 -1.07
H 4.51 -1.34 -0.13
H 6.00 2.43 3.06
H 5.56 0.97 3.98
H 4.63 2.47 4.19
C 2.37 2.70 6.41
O 3.21 2.90 7.56
C 4.46 3.25 7.27
O 4.91 3.39 6.16
O 5.12 3.42 8.41
C 6.49 3.80 8.24
H 1.40 2.40 6.78
H 2.28 3.62 5.84
H 2.77 1.90 5.78
H 6.56 4.75 7.72
H 7.04 3.03 7.70
H 6.90 3.90 9.24
C 2.24 -5.41 -6.23
O 0.97 -6.00 -5.94
C 0.06 -5.12 -5.49
O 0.24 -3.95 -5.33
O -1.07 -5.79 -5.26
C -2.15 -4.97 -4.79
H 2.88 -6.22 -6.57
H 2.15 -4.65 -7.00
H 2.67 -4.97 -5.33
H -2.42 -4.22 -5.53
H -1.89 -4.49 -3.85
H -3.00 -5.63 -4.64
C 1.82 -0.67 3.56
O 1.01 -1.76 4.03
C 0.21 -1.42 5.03
O 0.14 -0.32 5.52
O -0.48 -2.49 5.42
C -1.38 -2.25 6.49
H 2.44 -1.06 2.75
H 1.20 0.13 3.17
H 2.46 -0.31 4.36
H -2.13 -1.51 6.21
H -0.85 -1.91 7.38
H -1.87 -3.20 6.70
```

Calculated values
- Frontier orbital gap: 6.5 eV
- Total charge: -1
- HOMO energy: -4.553 eV
- LUMO level: 1.921 eV